(1)
{"formula": "C14H27MgO7", "method": "ωB97M-V with the def2-TZVPD basis set", "elements": ["Mg", "C", "C", "O", "H", "H", "H", "H", "H", "C", "C", "O", "H", "H", "H", "H", "H", "C", "C", "O", "H", "H", "H", "H", "H", "O", "C", "O", "C", "C", "C", "H", "H", "H", "H", "H", "H", "O", "C", "O", "C", "C", "C", "H", "H", "H", "H", "H", "H"], "positions_angstrom": [[-0.74, -0.63, -0.56], [-0.49, 4.04, -1.21], [-1.30, 3.42, -2.37], [-1.35, 2.05, -2.38], [-0.56, 3.73, -0.16], [-0.77, 5.09, -1.10], [0.53, 3.90, -1.55], [-0.98, 3.79, -3.34], [-2.32, 3.78, -2.21], [3.94, 0.00, 1.89], [2.65, 0.24, 2.63], [1.56, -0.35, 2.00], [4.71, 0.38, 2.57], [3.95, 0.66, 1.03], [4.09, -1.06, 1.70], [2.43, 1.30, 2.71], [2.80, -0.10, 3.65], [-3.38, -4.69, -0.09], [-2.16, -4.51, -0.99], [-2.32, -3.34, -1.64], [-3.36, -4.06, 0.80], [-3.48, -5.71, 0.28], [-4.23, -4.49, -0.75], [-1.87, -5.41, -1.55], [-1.21, -4.46, -0.46], [2.82, -0.83, -2.84], [3.90, -0.47, -3.44], [4.61, -1.39, -4.04], [5.71, -0.73, -4.79], [5.34, 0.69, -4.88], [4.47, 0.89, -3.67], [5.93, -1.13, -5.79], [6.66, -0.86, -4.28], [4.85, 0.97, -5.82], [6.20, 1.35, -4.81], [3.64, 1.54, -3.93], [4.99, 1.37, -2.84], [-3.50, 0.10, 1.99], [-4.09, 0.33, 3.06], [-5.24, 1.00, 3.06], [-5.60, 1.25, 4.43], [-4.84, 0.27, 5.24], [-3.71, -0.20, 4.44], [-6.67, 1.06, 4.39], [-5.32, 2.23, 4.83], [-5.41, -0.63, 5.48], [-4.48, 0.70, 6.18], [-3.65, -1.28, 4.34], [-2.75, 0.19, 4.77]], "energy_ev": -34725.6558, "homo_energy_ev": -3.9, "orbital_gap_ev": 4.4, "e_lumo_ev": 0.499, "e_above_lowest_ev": 8.308, "total_charge": -1}

(2)
{"formula": "C3H6N4", "method": "ωB97M-V with the def2-TZVPD basis set", "elements": ["C", "C", "C", "H", "H", "H", "H", "H", "H", "N", "N", "N", "N"], "positions_angstrom": [[-1.12, -0.03, -0.01], [-0.03, -0.89, -0.11], [0.45, 1.27, -0.19], [-2.85, 0.74, -0.03], [-2.91, -0.93, -0.58], [0.14, -1.99, 0.28], [2.46, -0.54, 1.08], [2.81, -0.57, -0.76], [1.06, 2.30, 0.15], [-2.56, -0.36, 0.09], [1.06, 0.04, -0.11], [2.35, -0.23, 0.07], [-0.84, 1.18, 0.13]], "energy_ev": -9165.2294, "homo_energy_ev": -8.0, "orbital_gap_ev": 8.9, "e_lumo_ev": 0.870, "e_above_lowest_ev": 3.627}

(3)
{"formula": "C4H5O2Ru", "method": "ωB97M-V with the def2-TZVPD basis set", "elements": ["H", "O", "C", "C", "C", "H", "H", "H", "C", "O", "Ru", "H"], "positions_angstrom": [[-1.99, -2.30, 1.63], [-1.42, -1.53, 1.72], [-0.36, -1.64, 0.79], [0.47, -0.43, 0.85], [1.24, 0.50, 0.99], [-0.74, -1.75, -0.24], [0.27, -2.51, 1.01], [1.98, 1.27, 1.13], [0.05, 2.22, -1.56], [0.27, 1.23, -2.32], [0.92, 2.89, -3.26], [-0.70, 2.06, -0.75]], "energy_ev": -10877.7810, "multiplicity": 6, "homo_energy_ev": [-16.7, -18.7], "orbital_gap_ev": [7.8, 5.6], "e_lumo_ev": [-8.867, -13.015], "e_above_lowest_ev": 1.435, "total_charge": 2, "s2": 8.774}